{
  "formula": "C6H15NO",
  "method": "wB97M-V/def2-TZVPD",
  "species": ["C", "N", "C", "C", "C", "C", "C", "O", "H", "H", "H", "H", "H", "H", "H", "H", "H", "H", "H", "H", "H", "H", "H"],
  "coordinates": [[1.9956, 1.8928, -0.3273], [0.9643, 0.8357, -0.6273], [0.2256, 0.5607, 0.6653], [-0.9183, -0.4233, 0.3571], [-1.9526, -0.2199, -0.7543], [-3.1395, -1.1278, -0.4641], [1.0732, 0.1492, 1.7609], [1.6235, -1.6316, -0.5372], [2.2607, 1.8936, 0.7218], [1.4920, 2.8553, -0.4896], [2.8504, 1.7850, -0.9887], [1.5896, -0.1107, -0.8520], [-0.1748, 1.6490, 0.8356], [-1.3776, -0.3942, 1.3737], [-0.3483, -1.3227, 0.0728], [-1.3154, -0.5129, -1.5971], [-2.2215, 0.8136, -1.0043], [-4.0855, -1.1071, -1.0192], [-2.7818, -2.1505, -0.3394], [-3.4580, -0.8215, 0.5421], [2.1551, 0.0729, 1.6634], [0.8351, 0.6897, 2.6797], [1.6453, -1.3119, 0.3743]],
  "atomic_forces_ev_per_a": [[-1.3, 0.2, -0.4], [1.5, -0.5, 2.5], [-0.3, 1.3, -4.5], [-0.4, 0.6, 1.9], [1.2, 0.5, -1.0], [-0.2, 0.1, 1.3], [0.4, 2.6, 0.3], [0.5, 1.3, -0.2], [0.7, 0.1, -0.1], [0.4, 0.0, -0.3], [0.1, 0.1, 0.2], [-1.6, -0.3, -0.2], [0.3, -1.7, 0.5], [-0.3, -1.1, -0.6], [-0.5, -0.1, 0.7], [-0.8, -0.2, -0.5], [-0.1, 0.0, 0.6], [0.7, 0.2, -0.6], [-0.2, -0.1, -0.2], [-0.1, -0.2, 0.0], [-0.2, -0.7, -0.3], [-0.2, -0.9, 0.5], [0.4, -1.2, 0.4]],
  "lumo_energy_ev": -3.1,
  "molar_mass_g_mol": 117.2,
  "gap_ev": 5.25
}